Version A
Formula: C4H6
Source: the Open Molecules 2025 dataset
Level of theory: ωB97M-V/def2-TZVPD

Geometry (Å):
C: 1.90458 0.55457 -0.36341
C: 0.69522 0.12801 0.13940
C: -1.72992 -0.58251 0.05739
C: -0.56432 0.62520 -0.10440
H: -1.84347 -1.42494 0.67514
H: -1.42659 0.54177 0.68962
H: -2.49670 -0.40012 -0.64026
H: 2.85665 -0.05552 -0.21148
H: 0.71741 -0.67908 0.91123
H: 1.88714 1.29260 -1.15323

Output
lowest unoccupied orbital energy	-0.639	eV

Version B
Formula: C4H6
Source: the Open Molecules 2025 dataset
Level of theory: ωB97M-V/def2-TZVPD

Geometry (Å):
C: 2.85567 0.03328 -0.13882
C: 0.00325 0.71537 0.04508
C: 1.70072 -0.10032 0.18058
C: -1.14842 -0.35448 -0.07782
H: -0.88052 -1.03960 -0.89269
H: -2.04543 0.35099 -0.24630
H: 3.82637 -0.05062 -0.36258
H: 0.15981 1.47167 -0.86014
H: -1.14978 -0.97288 0.88748
H: -0.18826 1.18198 0.99454

Output
lowest unoccupied orbital energy	0.761	eV
SMILES string	C#CCC

Version C
Formula: C4H6
Source: the Open Molecules 2025 dataset
Level of theory: ωB97M-V/def2-TZVPD

Geometry (Å):
C: -0.69929 0.61566 -0.63001
C: 0.64357 1.11722 -0.76578
C: 0.11725 -1.17123 1.16503
C: -0.34791 -0.50953 -0.09221
H: 0.99283 2.10187 -0.48953
H: -1.51307 1.15285 -1.12519
H: -0.73235 -1.55312 1.74657
H: 0.95417 -1.82617 1.01768
H: 0.39933 -0.30794 1.75949
H: 1.53029 0.55387 -0.96728

Output
lowest unoccupied orbital energy	0.425	eV

The winner here is version B, beating the second structure by 115.4 kJ/mol.

Version A
Formula: C17H25N3O4
Source: the Open Molecules 2025 dataset
Level of theory: ωB97M-V/def2-TZVPD

Geometry (Å):
O: -2.66305 -2.12560 -2.36454
O: 2.17044 -1.09810 -2.48512
O: -1.12955 0.92681 1.05166
O: -0.01495 -4.87710 -3.77065
N: 2.68342 -3.15695 -1.97721
N: -2.72016 -0.57941 -0.83251
N: -0.29744 -3.76573 -1.83120
C: 0.95057 3.38485 5.09508
C: 2.57374 -4.58518 -1.68642
C: -1.28251 -5.95885 -2.08222
C: 1.75504 -2.23009 -2.26146
C: -2.04961 -1.38342 -1.62022
C: 0.16707 4.82011 1.69331
C: -0.71971 2.21940 1.22838
C: -0.09039 2.54857 2.43008
C: -0.47659 -4.80991 -2.63963
C: -0.46147 4.49722 0.48484
C: -0.91474 3.19416 0.24105
C: -1.58793 2.84930 -1.06431
C: 1.78487 5.50108 4.12269
C: 0.21523 -2.46737 -2.28849
C: 0.35958 3.85433 2.69796
C: 1.01756 4.20639 3.98452
C: -0.53113 -1.34536 -1.52938
H: -0.73940 -3.80163 -0.92981
H: 0.05726 1.76110 3.15677
H: -1.66933 3.72841 -1.71070
H: -0.06081 -2.37099 -3.34118
H: 2.29387 5.56357 5.08961
H: -0.85365 0.41014 1.82749
H: -2.22947 0.07910 -0.24112
H: 0.49611 5.84317 1.83913
H: -2.30263 -5.61844 -1.91146
H: -0.24620 -1.38082 -0.47924
H: 1.10385 6.35393 4.04203
H: -0.59437 5.27080 -0.26538
H: 1.91776 -4.75501 -0.83273
H: -0.21644 -0.38007 -1.92468
H: -0.83988 -6.30207 -1.15004
H: 2.54163 5.57567 3.33533
H: 3.56078 -4.98590 -1.45026
H: -1.01012 2.08570 -1.59383
H: -3.71876 -0.59601 -0.92491
H: 2.19565 -5.11591 -2.56161
H: 0.40208 2.45070 5.11538
H: 1.43850 3.65805 6.02537
H: -2.59505 2.46322 -0.88018
H: 3.62020 -2.78600 -2.02078
H: -1.28985 -6.76984 -2.80942

Output
lowest unoccupied orbital energy	0.228	eV
SMILES string	CNC(=O)[C@H](CC(N)=O)NC(C)=O.C=C(C)c1ccc(C)c(O)c1

Version B
Formula: C17H25N3O4
Source: the Open Molecules 2025 dataset
Level of theory: ωB97M-V/def2-TZVPD

Geometry (Å):
O: -6.34783 2.11853 0.96827
O: 5.72123 4.07490 -0.92012
O: -6.43784 2.13056 -1.24464
O: 4.48571 4.24352 0.93384
N: 1.49696 -1.28198 0.11352
N: -6.69328 -0.63500 -1.43513
N: 5.15954 1.57420 -1.33545
C: -4.69591 -0.43937 -0.00824
C: 2.66336 -1.99511 -0.03427
C: 3.15638 0.17248 0.55909
C: 3.73135 -1.11249 0.23590
C: 3.88836 1.44512 0.86630
C: 5.04649 -1.60412 0.17030
C: -6.17753 -0.03538 -0.21499
C: 4.17374 -3.78577 -0.44489
C: -3.81754 0.05824 -1.15771
C: 1.80257 0.01156 0.47547
C: 4.25229 2.23805 -0.39620
C: -4.15171 -0.01548 1.36471
C: 5.25700 -2.92734 -0.16883
C: -6.33997 1.49166 -0.22833
C: 4.82910 3.61716 -0.03727
C: 2.86878 -3.33588 -0.37923
C: -2.82935 -0.68633 1.73169
H: -2.02657 -0.39600 1.04685
H: -3.78980 1.15384 -1.19832
H: 5.90270 1.09935 -0.82810
H: 5.89183 -0.95700 0.40029
H: -4.02315 1.07628 1.39696
H: -2.51664 -0.40579 2.74301
H: -4.89323 -0.27447 2.13847
H: -2.92129 -1.77815 1.69712
H: 4.36925 -4.82051 -0.70888
H: 3.28826 2.09750 1.50849
H: 6.26955 -3.31679 -0.21979
H: -4.19068 -0.31134 -2.11896
H: 0.56756 -1.65529 0.02169
H: -2.79052 -0.30104 -1.05004
H: -6.75087 -0.44013 0.63091
H: -7.70952 -0.61581 -1.41249
H: 5.82993 3.35162 -1.57756
H: 4.80894 1.23055 1.42768
H: -6.43846 -0.02374 -2.20974
H: -6.25017 1.46856 1.67993
H: 2.03426 -3.99927 -0.58424
H: 4.66882 0.85658 -1.85946
H: 3.32593 2.44481 -0.94863
H: -4.71246 -1.53760 -0.04195
H: 1.01443 0.73212 0.65299

Output
lowest unoccupied orbital energy	0.358	eV
SMILES string	N[C@@H](Cc1c[nH]c2ccccc12)C(=O)O.CC[C@H](C)[C@H](N)C(=O)O

The winner here is version B, beating the second structure by 58.1 kJ/mol.

Version A
Formula: C5H6N2S
Source: the Open Molecules 2025 dataset
Level of theory: ωB97M-V/def2-TZVPD

Geometry (Å):
S: -2.33756 -1.14228 -0.68316
N: 2.56277 -0.56387 -0.43460
N: 1.41211 -1.21993 -0.00475
C: -0.98486 -0.93053 0.49645
C: -1.87126 0.24271 0.41888
C: 0.34241 -0.49468 -0.01779
C: 0.12573 0.89496 -0.51013
C: -1.09626 1.33085 -0.18115
H: 2.66986 0.42518 -0.14872
H: -1.55018 2.33721 -0.32588
H: -0.97279 -1.59654 1.34800
H: 0.87073 1.42194 -1.06948
H: -2.56173 0.39059 1.23241
H: 3.39103 -1.09561 -0.12007

Output
lowest unoccupied orbital energy	0.115	eV
SMILES string	N/N=C1\C=C[C@H]2S[C@@H]12

Version B
Formula: C5H6N2S
Source: the Open Molecules 2025 dataset
Level of theory: ωB97M-V/def2-TZVPD

Geometry (Å):
S: 1.33856 2.50924 0.25338
N: 0.11979 0.13697 0.27927
N: 0.02570 -1.78925 2.05053
C: -0.41610 -1.01631 -0.06084
C: 0.37880 1.29790 -0.32074
C: 0.04066 1.41358 -1.76598
C: 0.42420 -0.79945 2.64888
C: -0.42057 -2.08411 0.81428
H: 0.67962 1.98536 -2.29731
H: -0.14265 0.53417 -2.29420
H: -0.68757 -3.02361 0.39755
H: -0.94886 1.81685 -1.94942
H: 0.42999 0.06677 3.25583
H: -0.82157 -1.04811 -1.01125

Output
lowest unoccupied orbital energy (alpha / beta)	-0.710 / -0.709	eV

Version C
Formula: C5H6N2S
Source: the Open Molecules 2025 dataset
Level of theory: ωB97M-V/def2-TZVPD

Geometry (Å):
S: 2.47127 1.28040 -0.32374
N: -1.92032 1.72806 0.02975
N: -0.05466 0.46044 -0.06532
C: 1.58822 -1.31546 -0.12255
C: -1.09984 -0.32925 0.37739
C: -0.63257 1.77446 -0.15780
C: 1.30419 0.15947 -0.09511
C: -2.24034 0.43156 0.34152
H: -0.00914 2.59403 -0.68533
H: 2.61518 -1.64755 -0.19446
H: -0.96252 -1.47692 0.40578
H: 0.91743 -1.84737 -0.87725
H: 1.30642 -1.95596 0.66763
H: -3.28332 0.14409 0.69949

Output
lowest unoccupied orbital energy	-0.652	eV
SMILES string	CC(=S)n1ccnc1

Version D
Formula: C5H6N2S
Source: the Open Molecules 2025 dataset
Level of theory: ωB97M-V/def2-TZVPD

Geometry (Å):
S: -2.60132 -0.93008 -0.14610
N: 0.01677 -0.66629 -0.00051
N: 1.70752 -1.99452 0.03181
C: -1.25810 -0.17591 0.15404
C: 2.15354 -0.74917 -0.17000
C: 0.45674 -1.93999 0.21761
C: -1.35451 1.97875 0.10252
C: 1.09930 0.14342 -0.18418
H: 0.95544 1.15849 -0.19623
H: 3.10671 -0.56482 -0.57053
H: -1.60362 2.19730 1.08922
H: -2.10304 1.82794 -0.71688
H: -0.19345 -2.75192 0.48748
H: -0.38197 2.46680 -0.09826

Output
lowest unoccupied orbital energy	-0.475	eV

The winner here is version C, beating the second structure by 81.7 kJ/mol.

Version A
Formula: C5H6N2S
Source: the Open Molecules 2025 dataset
Level of theory: ωB97M-V/def2-TZVPD

Geometry (Å):
S: -2.12267 1.60558 0.26686
N: 1.35002 -1.28141 0.34017
N: 0.46341 -1.33473 1.24831
C: -0.62862 -0.63739 1.26220
C: 1.17465 -0.46632 -0.76013
C: 2.39220 -0.39557 -1.73077
C: 0.08148 0.40351 -0.75588
C: -0.95139 0.31251 0.27338
H: 2.79346 -1.39112 -2.26256
H: 1.95336 -2.07503 0.28566
H: 1.96469 0.30333 -2.46801
H: 3.27026 -0.00940 -1.15175
H: 0.14415 1.11647 -1.65683
H: -1.26712 -0.62088 2.13147

Output
lowest unoccupied orbital energy	-0.362	eV
SMILES string	Cc1cc(=S)cn[nH]1

Version B
Formula: C5H6N2S
Source: the Open Molecules 2025 dataset
Level of theory: ωB97M-V/def2-TZVPD

Geometry (Å):
S: 0.90800 -2.70704 0.84146
N: 2.63434 0.54867 -1.43372
N: 0.95449 -0.27312 -0.22706
C: 0.49562 0.89295 -0.73559
C: 0.14253 -1.33805 0.59567
C: -1.23358 -0.90648 0.95132
C: 2.25282 -0.39458 -0.62459
C: 1.53611 1.32129 -1.53738
H: -1.41241 -0.00861 0.28166
H: 1.52900 2.24823 -2.13712
H: -0.52584 1.11162 -0.66792
H: -1.33519 -0.68100 1.96276
H: 2.96181 -1.18689 -0.38246
H: -1.99217 -1.67908 0.63090

Output
lowest unoccupied orbital energy	-0.682	eV
SMILES string	CC(=S)n1ccnc1

The winner here is version B, beating the second structure by 74.8 kJ/mol.

Version A
Formula: C2H5N3S2
Source: the Open Molecules 2025 dataset
Level of theory: ωB97M-V/def2-TZVPD

Geometry (Å):
S: 0.40365 2.01113 -0.07589
S: -2.34683 -1.11315 0.00466
N: -0.21347 0.45733 0.00294
N: 1.92303 -0.47292 -0.03915
N: 2.79294 -1.50235 0.06439
C: 0.69482 -0.63528 0.07309
C: -1.54060 0.31248 -0.05620
H: -2.19763 1.23129 -0.03491
H: 0.39553 2.18649 1.22239
H: 0.15971 -1.58640 0.17361
H: 2.52389 -2.38479 -0.38967
H: 3.76659 -1.25186 -0.13040

Output
lowest unoccupied orbital energy	0.262	eV
SMILES string	N/N=C/N(S)C=S

Version B
Formula: C2H5N3S2
Source: the Open Molecules 2025 dataset
Level of theory: ωB97M-V/def2-TZVPD

Geometry (Å):
S: 2.06943 1.33635 -1.39032
S: -0.98075 -1.30959 -1.05933
N: 0.69158 -1.07913 -0.69997
N: -1.35973 0.89758 1.93500
N: 0.18119 0.92650 0.21969
C: -0.41432 0.14342 1.27340
C: 0.93861 0.35950 -0.76376
H: -1.71352 0.40481 2.73486
H: 0.14291 -0.86607 1.27324
H: 0.40342 1.84588 0.52304
H: 1.10179 -1.57646 -1.45374
H: -1.06063 -1.08280 -2.59210

Output
lowest unoccupied orbital energy	-0.146	eV
SMILES string	[H]/N=C/NC(=S)NS

The winner here is version A, beating the second structure by 49.0 kJ/mol.

Version A
Formula: C2H5N3S2
Source: the Open Molecules 2025 dataset
Level of theory: ωB97M-V/def2-TZVPD

Geometry (Å):
S: -1.39568 -2.05481 -0.27304
S: -3.98931 0.49388 0.32089
N: -2.53649 0.28854 -0.21648
N: 0.42453 -0.88051 1.18494
N: -0.06635 -1.10531 -0.05786
C: -0.11234 0.20195 -0.71331
C: -1.47982 0.84097 -0.62319
H: -1.43670 1.83734 -1.19618
H: -0.23413 -1.17304 1.93208
H: 0.69877 0.90732 -0.23057
H: 1.30629 -1.21892 1.45598
H: 0.13022 0.04054 -1.84575

Output
lowest unoccupied orbital energy (alpha / beta)	-0.845 / -1.158	eV

Version B
Formula: C2H5N3S2
Source: the Open Molecules 2025 dataset
Level of theory: ωB97M-V/def2-TZVPD

Geometry (Å):
S: 1.13577 -0.54160 1.78324
S: 0.33187 -1.64362 -1.09992
N: -2.33544 0.23876 -0.52682
N: 0.61093 2.20165 -0.06156
N: -1.26152 1.27975 -0.62277
C: 0.51640 -0.27233 0.32851
C: -0.17912 0.99686 -0.08735
H: 1.66049 2.07266 -0.56704
H: 0.23126 2.91191 -0.54717
H: -2.68405 -0.04850 0.35563
H: -0.72410 -0.95238 -1.85872
H: -3.08725 0.59157 -1.28472

Output
lowest unoccupied orbital energy	-0.952	eV
SMILES string	N/N=C(/N)C(=S)S

The winner here is version B, beating the second structure by 77.1 kJ/mol.